1.
CH17O10V as an isolated structure, computed with the ωB97M-V functional and the def2-TZVPD basis.

Geometry as XYZ:
```
29
Properties=species:S:1:pos:R:3:forces:R:3
O -9.46882 1.37899 23.48418 -1.5 1.9 1.4
V -10.23607 0.06681 23.07588 -14.6 8.3 2.7
O -10.74827 0.28391 21.54940 -2.0 0.0 1.2
C -8.81567 -1.78565 22.26457 1.0 -4.0 -0.4
O -8.93032 -0.44347 22.62638 13.8 -9.8 -4.0
H -7.99902 -1.92341 21.55591 -1.3 -0.4 -0.2
H -8.44015 -2.41084 23.07464 -0.6 0.2 0.6
H -9.68150 -2.33159 21.88988 -0.3 0.6 0.0
O -7.25303 -0.93834 24.28915 0.6 0.0 1.2
H -6.77452 -1.53398 23.71256 0.6 -0.4 0.1
H -8.12476 -0.87517 23.89886 1.0 0.3 1.1
O -11.37971 -3.89294 22.17474 0.1 0.3 0.4
H -11.02651 -4.67172 21.74463 0.1 -0.3 -0.1
H -11.34403 -3.21122 21.50376 -0.3 0.0 -0.4
O -6.18594 -1.40426 21.38569 4.8 6.6 5.1
H -5.47663 -0.77609 21.24964 0.4 0.3 0.2
H -6.95560 -0.86288 21.56112 1.9 -0.3 0.2
O -8.91774 -0.76198 19.98855 -2.5 1.4 0.0
H -8.79404 0.15462 20.23507 -0.1 0.6 -0.3
H -9.56052 -1.09437 20.61511 -0.7 0.6 -0.8
O -6.98986 -1.81510 19.54838 -0.6 -2.3 -5.1
H -6.77250 -1.38448 20.37515 -0.7 -0.5 -4.0
H -7.92728 -1.65805 19.43519 0.8 -0.4 -1.0
O -7.00367 0.52755 21.82419 0.6 4.1 -0.7
H -7.64360 -0.11713 22.12600 -0.9 2.2 1.2
H -6.98458 1.18882 22.51600 -0.2 0.3 0.4
O -6.05151 -3.43226 21.66256 0.3 -6.4 1.7
H -6.96414 -3.63524 21.86784 0.0 -0.6 -0.1
H -6.05647 -2.50069 21.44259 0.6 -2.3 -0.2
```
Positions in Å, forces in eV/Å.

Calculated values
LUMO energy, Eh: -0.0992
HOMO-LUMO gap, eV: 6.407

Löwdin population analysis, charges in e, atoms 1 to 2: atom 1 (O): -0.26, atom 2 (V): 1.06

***

2.
A 8-piece molecular cluster, CH18NO7 overall, computed with the ωB97M-V functional and the def2-TZVPD basis.

Geometry as XYZ:
```
27
Properties=species:S:1:pos:R:3:forces:R:3
C -1.56908 1.82466 -0.23498 -1.0 -3.7 -1.9
N -1.59428 0.68424 -0.91396 1.7 1.4 2.5
H -0.95937 2.62017 -0.56772 0.3 0.7 -0.2
H -2.25244 1.87295 0.57962 -0.4 0.6 0.5
H -2.10180 -0.15640 -0.42731 0.2 1.4 -0.5
H -0.67977 0.49183 -1.41179 -1.1 -0.1 -0.6
H 1.86056 -1.04518 2.21578 -1.5 1.8 -0.3
H 0.97380 -0.66822 0.98832 0.6 0.7 2.6
O 1.12908 -0.37594 1.98065 1.0 -2.6 -2.2
H 0.57795 2.74769 1.99701 -0.8 -1.6 -2.3
H 0.87711 1.22846 1.70553 -1.3 1.6 -1.4
O 0.40258 2.05788 1.23395 1.9 0.3 4.4
H -0.01625 -3.27680 0.31555 -1.3 0.6 0.4
H -0.25473 -2.61374 1.63528 -0.1 0.3 0.7
O -0.73743 -2.83269 0.84060 1.4 -1.0 -1.1
H -2.12537 -1.85015 0.44482 -0.6 0.3 0.4
H -3.03951 -1.15167 1.50484 0.1 0.1 -0.8
O -2.81962 -1.14576 0.55026 0.3 -0.7 0.5
H 2.68785 -2.38318 -0.28083 0.8 -0.6 0.0
H 1.89678 -1.45346 -1.15465 -0.3 0.7 -1.9
O 1.95990 -1.78180 -0.28434 -0.6 -0.2 1.6
H 1.09283 2.52355 -0.39921 -0.7 0.4 0.7
H 2.32406 1.74079 -0.50431 -0.8 0.4 -1.2
O 1.58705 2.08504 -1.08214 2.2 -0.6 0.4
H 1.16413 0.90956 -2.13105 -0.1 0.2 -0.3
H 0.29768 0.16172 -3.31059 1.4 -0.1 1.9
O 0.75980 0.06383 -2.41293 -1.4 -0.5 -1.8
```
Positions in Å, forces in eV/Å.

Calculated values
LUMO energy, Eh: -0.1368
HOMO-LUMO gap, eV: 11.310
Charge: +1

Löwdin population analysis, charges in e, atoms 1 to 2: atom 1 (C): 0.12, atom 2 (N): 0.16

***

3.
A 8-piece molecular cluster, CH18O8 overall, computed with the ωB97M-V functional and the def2-TZVPD basis.

Geometry as XYZ:
```
27
Properties=species:S:1:pos:R:3:forces:R:3
C 3.76692 -0.07934 -0.49371 1.2 -0.6 -0.8
O 4.50828 -0.89432 -1.48382 -0.9 0.4 1.1
H 3.26336 -0.75834 0.19439 -0.2 0.0 -0.4
H 4.45062 0.49607 0.13043 0.1 0.1 -0.1
H 3.09640 0.59918 -1.02108 -0.2 -0.1 0.2
H 5.28505 -0.41907 -1.78776 -0.1 0.2 0.1
O 0.71752 4.66500 2.70580 0.0 -0.1 0.2
H 1.50349 5.21004 2.66853 0.2 0.1 0.0
H 0.35846 4.70067 1.81922 -0.2 0.0 -0.3
O -5.46031 -1.32054 3.26227 0.1 0.1 0.2
H -5.88492 -0.94179 2.49255 -0.1 0.1 -0.2
H -5.60408 -2.26297 3.17631 0.0 -0.2 0.0
O -0.14524 -4.45342 1.57877 0.1 0.1 -0.2
H -0.10597 -4.07913 2.45889 0.1 0.1 0.2
H -0.99791 -4.88666 1.54005 -0.2 -0.1 0.0
O -1.09358 5.05562 -1.20708 0.2 0.1 0.1
H -1.86564 5.62106 -1.22752 -0.2 0.2 0.0
H -1.37023 4.25548 -1.65371 0.0 -0.3 -0.1
O -2.53898 1.48332 -3.21409 0.1 0.1 0.3
H -2.14662 1.15375 -4.02258 0.2 -0.1 -0.2
H -3.47211 1.55885 -3.41359 -0.3 0.0 0.0
O 2.68045 -4.99105 -1.80823 0.0 -0.2 -0.1
H 1.91277 -4.76773 -1.28191 -0.2 0.0 0.2
H 3.17437 -4.17354 -1.87114 0.2 0.2 0.0
O -1.29439 -0.09514 1.17165 0.0 0.1 0.2
H -0.95154 -0.93202 0.85807 0.1 -0.3 -0.1
H -1.78617 0.25603 0.42931 -0.1 0.1 -0.2
```
Positions in Å, forces in eV/Å.

Calculated values
SMILES: CO.O.O.O.O.O.O.O
LUMO energy, Eh: 0.0103
HOMO-LUMO gap, eV: 10.841

Löwdin population analysis, charges in e, atoms 1 to 2: atom 1 (C): -0.12, atom 2 (O): -0.15

***

4.
CH22O10 as an isolated structure, computed with the ωB97M-V functional and the def2-TZVPD basis.

Geometry as XYZ:
```
33
Properties=species:S:1:pos:R:3:forces:R:3
C -2.79846 -0.62398 -0.67709 -3.8 1.2 0.6
O -1.57554 -0.04806 -0.90694 -9.9 1.1 1.6
H -2.84939 -0.64155 0.41158 -2.1 -0.4 0.2
H -3.61448 0.04646 -0.94674 -0.3 -0.5 -0.6
H -2.88580 -1.65836 -1.00953 0.1 0.2 -0.5
H -1.53090 0.82945 -0.52017 -0.3 1.5 -0.3
O 1.89249 -0.89374 -1.25929 3.9 -1.8 -3.7
H 1.48855 -1.24090 -2.05461 -1.1 -0.3 -0.6
H 2.35283 -1.64133 -0.87794 1.8 -0.8 -1.4
O 1.00390 -0.92772 0.67019 -2.3 -10.8 -3.9
H 0.13428 -1.24593 0.42785 -1.6 -0.9 0.4
H 1.57614 -1.23382 -0.03342 -0.2 -0.4 1.0
O 2.25181 1.38888 -0.49678 5.9 3.3 0.5
H 2.32473 1.66456 -1.41052 0.3 0.0 0.0
H 1.43900 0.88451 -0.46241 -0.1 2.1 -0.9
O 0.27802 0.59242 -0.57294 2.2 1.2 -4.6
H -0.27058 0.86744 0.16165 2.3 -3.4 -3.1
H 0.87141 -0.05878 -0.19870 -1.5 -0.3 -0.7
O -1.01993 -1.15303 0.95356 -3.5 -2.5 3.5
H -0.97731 -0.44031 1.59109 0.5 -0.2 0.5
H -1.64823 -0.85102 0.29761 1.5 -0.6 1.0
O -1.04996 1.53863 0.46407 -14.9 9.3 -0.2
H -0.28962 1.42137 1.03361 2.2 2.4 3.1
H -1.80341 1.40415 1.03892 -0.6 0.6 0.6
O -0.36565 -0.74753 -2.22261 5.5 -5.0 -8.5
H -1.16361 -0.66565 -1.70032 1.3 -0.9 -2.2
H 0.06948 0.10006 -2.13051 -0.5 -0.1 0.0
O 0.43276 1.10472 1.71712 -3.2 3.2 6.7
H 1.29936 0.73097 1.87698 3.8 -0.5 1.1
H 0.15923 1.44882 2.56742 -0.1 0.4 0.5
O 2.16018 0.05192 1.80544 12.5 3.2 7.1
H 1.51113 -0.50761 1.37895 1.1 -0.8 3.4
H 2.59747 0.50481 1.08441 1.1 0.5 -0.4
```
Positions in Å, forces in eV/Å.

Calculated values
LUMO energy, Eh: -0.0020
HOMO-LUMO gap, eV: 8.510

Löwdin population analysis, charges in e, atoms 1 to 2: atom 1 (C): -0.06, atom 2 (O): -0.14

***

5.
CH23MnO14 as an isolated structure, computed with the ωB97M-V functional and the def2-TZVPD basis.

Geometry as XYZ:
```
39
Properties=species:S:1:pos:R:3:forces:R:3
Mn -0.67387 -0.16774 1.53997 -0.2 -0.3 -0.1
C 0.90613 -0.34874 -0.49403 -1.9 -0.3 -0.3
O 0.91613 -1.22774 0.32997 1.3 -3.8 2.5
O 1.51813 -0.48774 -1.65003 0.2 2.1 -1.1
O 0.13313 0.60226 -0.22703 0.3 2.1 -1.8
H 1.71213 -1.37474 -1.92103 0.4 -1.0 0.4
O -2.45687 -0.42274 0.24897 -2.0 -1.3 1.1
H -2.75787 -0.12274 -0.61003 0.3 0.4 -0.2
H -3.30387 -0.68474 0.72397 1.5 0.5 -0.8
O -1.49787 -2.20674 -2.43903 1.1 -1.4 0.9
H -0.69987 -1.93374 -2.87903 0.6 0.0 -0.4
H -2.08887 -1.53174 -2.66703 -1.6 1.4 -0.6
O 1.98613 2.46826 0.24697 0.8 0.0 0.5
H 1.40313 1.70926 0.27297 -0.6 0.2 -0.3
H 2.86613 2.05526 0.20697 0.2 0.4 0.0
O 0.39413 -3.79274 0.09097 1.1 0.3 2.1
H -0.02387 -4.03574 -0.68703 -1.4 -1.2 -2.4
H 0.52113 -2.84474 -0.02003 0.6 0.5 0.1
O 0.80013 -1.29674 3.06997 -0.3 -0.2 -0.5
H 0.89213 -2.18774 2.70897 0.1 0.0 -0.1
H 1.06213 -1.38974 3.98497 -0.1 0.2 0.5
O -2.48387 2.69526 -1.50003 0.1 0.7 2.0
H -3.10687 2.29126 -2.06703 -0.8 -0.5 -1.1
H -1.59787 2.45226 -1.75303 1.0 -0.2 -0.8
O 4.51613 1.20326 -0.49903 -0.3 1.1 0.2
H 4.79413 0.37326 -0.13503 0.1 -0.8 -0.1
H 3.99813 1.07626 -1.29603 0.2 -0.4 -0.2
O 0.10513 1.87126 -2.62103 0.2 -0.6 0.3
H 0.47713 1.23826 -1.96803 -0.6 1.0 -0.7
H 0.86213 2.40226 -2.88103 0.0 0.2 -0.1
O -1.51787 -2.71774 1.56797 0.6 0.5 0.5
H -0.77887 -3.27674 1.21797 -0.4 0.0 0.1
H -2.17587 -2.78274 0.87797 -0.3 -0.1 -0.3
O 0.31413 1.49326 2.49597 -2.7 0.1 1.5
H 1.19513 1.73926 2.36097 2.4 0.7 -0.6
H -0.10087 2.21626 3.01497 0.5 -0.7 -0.5
O -2.04387 1.95326 1.20797 -0.1 -0.9 0.1
H -2.23887 2.34726 0.33497 0.0 0.0 -0.1
H -1.82487 2.64626 1.81097 0.0 1.0 0.2
```
Positions in Å, forces in eV/Å.

Calculated values
LUMO energy (spin up / spin down), Eh: -0.1196 / -0.1235
HOMO-LUMO gap (spin up / spin down), eV: 10.291 / 10.553
Multiplicity: 6
Charge: +1

Löwdin population analysis, charges in e, atoms 1 to 2: atom 1 (Mn): 1.07, atom 2 (C): -0.78

***

6.
CH23O10 as an isolated structure, computed with the ωB97M-V functional and the def2-TZVPD basis.

Geometry as XYZ:
```
34
Properties=species:S:1:pos:R:3:forces:R:3
O -11.85622 7.08795 -11.90051 -7.2 3.5 -11.0
H -11.86503 8.04125 -11.78765 0.0 0.4 -0.2
H -12.75581 6.79656 -11.73490 -0.6 -0.3 -0.3
H -11.25408 6.69158 -11.26653 1.9 -0.8 2.2
O -9.62022 8.13689 -9.62054 4.8 6.2 2.2
H -10.15073 8.83874 -10.00469 0.0 0.5 0.3
H -9.69579 8.13139 -8.66354 0.1 0.0 1.0
H -9.95815 7.30246 -9.95391 -1.4 -1.2 -0.3
C -10.07058 5.74002 -10.47528 2.9 -3.3 0.5
O -10.98323 6.74707 -10.23697 2.6 -2.8 4.6
H -10.06590 4.88359 -9.80103 -0.7 0.2 0.1
H -10.08865 5.31626 -11.47937 -1.6 0.5 0.5
H -9.05158 6.07185 -10.27622 -0.2 0.3 -0.4
O -8.55108 4.75873 -12.43166 1.0 -0.2 -0.5
H -9.34795 4.43319 -12.85029 0.0 -0.4 -0.4
H -8.85220 5.46260 -11.85710 1.0 -0.2 -0.7
O -11.31506 3.83926 -8.33126 2.2 -2.9 4.7
H -12.00285 3.80056 -7.66668 -0.1 -0.1 0.2
H -11.58364 4.54997 -8.91349 0.5 -1.3 2.1
O -9.71954 5.54191 -7.76452 -3.9 3.4 2.7
H -8.95249 5.24040 -8.25130 -1.2 0.3 1.2
H -10.10223 4.74337 -7.40102 -0.7 0.0 0.0
O -7.90963 4.99066 -8.63286 6.5 -1.7 -3.1
H -8.01900 4.86507 -9.57546 0.6 -0.3 -0.5
H -7.52506 4.17016 -8.32445 0.3 -0.4 0.4
O -11.72580 2.88260 -10.29060 -0.2 -1.6 -3.2
H -11.02397 3.51719 -10.14582 -0.3 -0.9 -0.1
H -12.52707 3.35544 -10.06560 0.3 -0.4 0.0
O -12.39611 5.18985 -9.51825 -6.2 2.4 -2.4
H -11.71870 5.70678 -9.95429 -0.9 0.8 0.6
H -13.19428 5.37355 -10.01363 -0.7 -0.2 0.2
O -7.45792 6.86545 -10.90239 0.2 0.4 0.3
H -6.87443 6.13222 -11.09772 0.6 -0.1 -0.2
H -7.85095 7.09060 -11.74563 0.4 0.3 -0.5
```
Positions in Å, forces in eV/Å.

Calculated values
LUMO energy, Eh: -0.1692
HOMO-LUMO gap, eV: 6.956
Charge: +1

Löwdin population analysis, charges in e, atoms 1 to 2: atom 1 (O): 0.31, atom 2 (H): 0.18